Entry 1:
Computed, not measured: an isolated molecule of C3H4N2O3 in a non-equilibrium geometry, with ωB97M-V/def2-TZVPD.

```
12
Properties=species:S:1:pos:R:3:mulliken_charge:R:1
O -1.1557 1.9063 -0.6825 -0.447
N 0.2160 1.9810 -0.0664 -0.544
C 0.5602 0.7188 0.2325 0.473
O 1.2536 0.1723 1.2574 -0.297
N 1.0022 -1.3057 1.4781 -0.144
C 0.0758 -1.5355 0.3766 -0.601
C -0.3286 -0.4258 -0.2549 0.571
O -0.9947 -0.5104 -1.4545 -0.510
H -1.1742 2.7949 -0.9238 0.352
H 1.9355 -1.6004 1.4983 0.260
H -0.1664 -2.5393 0.3031 0.479
H -1.2238 0.3439 -1.7639 0.407
```

## Properties
LUMO energy	0.518	eV
HOMO	-8.6	eV
2S+1	1
HOMO-LUMO gap	9.11	eV
calculated total energy	-12292.849	eV
M	116.08	g mol⁻¹
charge	0


Entry 2:
Computed, not measured: an isolated molecule of C3H4N2O3 in a non-equilibrium geometry, with ωB97M-V/def2-TZVPD.

```
12
Properties=species:S:1:pos:R:3:mulliken_charge:R:1
O -0.3561 1.7893 0.2032 -0.577
C 0.3213 0.8272 0.1014 0.800
O 1.6769 0.7596 -0.1002 -0.241
N 1.9601 -0.6423 -0.2702 -0.081
N 0.8392 -1.3335 -0.0264 -0.457
C -0.1306 -0.5632 0.1950 0.461
C -1.5880 -0.8061 0.4285 -0.596
O -2.3284 -0.1200 -0.6052 -0.551
H 2.7576 -0.8848 0.3640 0.274
H -1.6772 -1.8778 0.3916 0.356
H -1.9503 -0.4943 1.3933 0.256
H -2.2799 0.9090 -0.4047 0.357
```

## Properties
LUMO energy	0.335	eV
HOMO	-10.2	eV
2S+1	1
HOMO-LUMO gap	10.50	eV
calculated total energy	-12295.866	eV
M	116.08	g mol⁻¹
charge	0


Entry 3:
Computed, not measured: a cluster of 2 separate species, C3H4N2O3 in total in a non-equilibrium geometry, with ωB97M-V/def2-TZVPD.

```
12
Properties=species:S:1:pos:R:3:mulliken_charge:R:1
C -0.5443 -0.3356 0.6357 -0.231
N -1.2353 -0.8878 -0.2619 -0.363
N -0.9606 -0.4177 -1.4743 -0.088
O 0.3021 0.4030 -1.2652 -0.359
C 0.5194 0.5633 0.1196 -0.122
H -0.7533 -0.6661 1.6416 0.431
H -0.4664 -1.0933 -2.0652 0.288
H 0.4041 1.6506 0.4686 0.154
H 1.5317 0.3260 0.3353 0.278
O -2.4178 1.8579 0.8559 -0.366
C -3.1813 1.4444 0.1117 0.702
O -4.0564 1.0401 -0.4807 -0.323
```

## Properties
LUMO energy	0.713	eV
HOMO	-9.1	eV
2S+1	1
HOMO-LUMO gap	9.85	eV
calculated total energy	-12295.966	eV
M	116.08	g mol⁻¹
charge	0


Entry 4:
Computed, not measured: a cluster of 2 separate species, C3H4N2O3 in total in a non-equilibrium geometry, with ωB97M-V/def2-TZVPD.

```
12
Properties=species:S:1:pos:R:3:mulliken_charge:R:1
C -1.1155 1.8247 -0.5080 -0.782
C -1.1302 0.6124 -0.1019 0.411
N -1.0736 -0.6386 0.1001 0.550
O -0.8657 -1.5159 -0.7423 -0.656
O -1.2880 -1.0181 1.4138 -0.374
H -1.9631 2.3107 -0.8613 0.312
H -0.0961 2.4178 -0.2876 0.200
H -0.7028 -1.7622 1.5251 0.334
N 2.2145 -0.8245 -0.7135 -0.333
C 2.0283 -0.2438 0.2825 0.460
O 1.9668 0.5307 1.1377 -0.433
H 2.0255 -1.6931 -1.2446 0.311
```

## Properties
LUMO energy	0.600	eV
HOMO	-9.1	eV
2S+1	1
HOMO-LUMO gap	9.65	eV
calculated total energy	-12292.763	eV
M	116.08	g mol⁻¹
charge	0


Entry 5:
Computed, not measured: a structure of composition C3H4N2O3 in a non-equilibrium geometry, with ωB97M-V/def2-TZVPD.

```
12
Properties=species:S:1:pos:R:3:mulliken_charge:R:1
C 0.8120 0.1900 1.6415 0.229
C 0.1204 0.6422 -0.1360 0.869
C -0.6376 -0.6848 -0.3688 0.306
N -1.9590 -0.4888 -0.3070 -0.340
N 1.5662 0.4497 -0.4496 -0.502
O 1.5715 -0.1062 2.4385 -0.237
O -0.4294 1.7407 -0.2431 -0.627
O -0.0633 -1.7570 -0.3801 -0.620
H -2.3004 0.4622 -0.3354 0.242
H -2.5953 -1.2760 -0.3223 0.236
H 2.0827 1.2787 -0.7121 0.212
H 1.8322 -0.4506 -0.8254 0.232
```

## Properties
LUMO energy	0.282	eV
HOMO	-9.6	eV
2S+1	1
HOMO-LUMO gap	9.92	eV
calculated total energy	-12297.548	eV
M	116.08	g mol⁻¹
charge	0


Entry 6:
Computed, not measured: an isolated molecule of C3H4N2O3 in a non-equilibrium geometry, with ωB97M-V/def2-TZVPD.

```
12
Properties=species:S:1:pos:R:3:mulliken_charge:R:1
C 0.3455 -0.5997 -1.0479 -0.426
C 1.5170 -0.9880 -1.1847 0.337
C -0.2150 -0.1268 0.3377 -0.472
N 0.8747 0.3695 1.0241 0.014
N 2.8173 -1.1871 -1.3250 0.809
O 3.2916 -2.3026 -1.0595 -0.533
O 3.4921 -0.2551 -1.7656 -0.548
O 1.9372 -0.3720 1.1002 -0.431
H -0.5717 -0.5845 -1.7468 0.290
H -0.9815 0.5398 0.2193 0.457
H -0.4642 -0.9109 0.9228 0.250
H 1.0120 1.3179 0.9028 0.254
```

## Properties
LUMO energy (spin up / spin down)	-0.802 / -1.861	eV
HOMO (spin up / spin down)	-9.4 / -9.7	eV
2S+1	1
HOMO-LUMO gap (spin up / spin down)	8.59 / 7.88	eV
calculated total energy	-12289.193	eV
M	116.08	g mol⁻¹
charge	0


Entry 7:
Computed, not measured: a structure of composition C3H4N2O3 in a non-equilibrium geometry, with ωB97M-V/def2-TZVPD.

```
12
Properties=species:S:1:pos:R:3:mulliken_charge:R:1
C -1.7075 -0.3168 0.1388 -0.787
C 0.4600 -0.9356 -0.0726 0.775
C 0.7589 0.4652 -0.0406 0.091
H -2.6136 -0.9140 1.2588 0.219
H -2.3285 -0.1822 -0.9623 0.192
H -0.6610 0.8326 0.6992 0.543
H 0.3473 2.4163 -0.8161 0.466
N 2.6799 -0.4423 -0.0784 -0.255
N 2.0659 0.6232 0.0823 -0.140
O -0.6594 -1.5290 -0.3054 -0.379
O 1.6888 -1.6135 0.1143 -0.237
O -0.0307 1.5960 -0.0180 -0.489
```

## Properties
LUMO energy	-0.818	eV
HOMO	-8.9	eV
2S+1	1
HOMO-LUMO gap	8.06	eV
calculated total energy	-12287.622	eV
M	116.08	g mol⁻¹
charge	0


Entry 8:
Computed, not measured: an isolated molecule of C3H4N2O3 in a non-equilibrium geometry, with ωB97M-V/def2-TZVPD.

```
12
Properties=species:S:1:pos:R:3:mulliken_charge:R:1
C -1.5700 2.6063 0.6147 -0.173
N -1.2034 1.3177 0.8181 -0.370
O -0.0549 1.0506 -0.0393 -0.149
C 0.1743 -0.1936 -0.1852 0.604
N -0.6238 -1.1324 -0.0345 -0.283
O 0.1815 -2.2792 0.0182 -0.163
C 1.3376 -1.9552 -0.5490 -0.066
O 1.4286 -0.6017 -0.6881 -0.284
H -1.2461 3.5049 -0.2591 0.259
H -2.2638 2.7237 1.5661 0.288
H 1.5793 -2.6166 -1.3960 0.209
H 2.2607 -2.4244 0.1342 0.128
```

## Properties
LUMO energy	0.126	eV
HOMO	-8.6	eV
2S+1	1
HOMO-LUMO gap	8.71	eV
calculated total energy	-12291.686	eV
M	116.08	g mol⁻¹
charge	0


Entry 9:
Computed, not measured: an isolated molecule of C3H4N2O3 in a non-equilibrium geometry, with ωB97M-V/def2-TZVPD.

```
12
Properties=species:S:1:pos:R:3:mulliken_charge:R:1
H -0.6687 0.6061 -2.6453 0.317
N 0.1131 -0.2716 -2.8017 -0.534
C 0.5673 -0.6205 -1.6268 0.098
N -0.3146 -0.4845 -0.3086 0.096
O -0.9969 0.8232 0.0703 -0.257
C -0.5295 1.0510 1.3494 -0.088
O 0.3694 0.0614 1.8564 -0.294
C 0.4980 -0.9603 0.7967 0.497
O 0.8959 -2.0910 1.0249 -0.469
H 1.6300 -1.3573 -1.3888 0.272
H -1.4803 1.1551 1.9852 0.165
H -0.0839 2.0885 1.6883 0.197
```

## Properties
LUMO energy	0.138	eV
HOMO	-10.2	eV
2S+1	1
HOMO-LUMO gap	10.34	eV
calculated total energy	-12293.248	eV
M	116.08	g mol⁻¹
charge	0


Entry 10:
Computed, not measured: a cluster of 2 separate species, C3H4N2O3S in total in a non-equilibrium geometry, with ωB97M-V/def2-TZVPD.

```
13
Properties=species:S:1:pos:R:3:mulliken_charge:R:1
C 0.5702 0.9499 0.7947 -0.142
C -1.9067 -0.1216 -0.2106 0.348
C 0.1426 1.7193 1.6114 -0.205
N -2.0818 0.8482 -0.7838 -0.394
N 0.6650 -0.5100 -1.5157 -0.422
O -1.8934 -1.2376 0.3839 -0.464
O 2.6674 -0.2502 -0.0084 -0.616
O 0.7575 -1.6026 0.8040 -0.634
S 1.2667 -0.4737 0.0405 1.046
H -0.2054 2.4855 2.2739 0.424
H -0.9400 -1.4093 0.5494 0.466
H 1.2907 -0.0336 -2.2474 0.288
H -0.3329 -0.3644 -1.6920 0.305
```

## Properties
LUMO energy (spin up / spin down)	0.485 / -3.926	eV
HOMO (spin up / spin down)	-6.4 / -11.3	eV
2S+1	3
HOMO-LUMO gap (spin up / spin down)	6.85 / 7.39	eV
calculated total energy	-23124.453	eV
M	148.14	g mol⁻¹
charge	0


Entry 11:
Computed, not measured: a cluster of 2 separate species, C3H4N2O4P in total in a non-equilibrium geometry, with ωB97M-V/def2-TZVPD.

```
14
Properties=species:S:1:pos:R:3:mulliken_charge:R:1
C 1.3677 -0.8113 -0.2690 -0.192
C 2.6415 -1.1171 -0.2895 -0.836
C 1.3848 0.6764 -0.0941 0.779
N 2.6030 1.0675 0.1432 -0.528
N -2.4775 1.2614 0.0287 -0.636
O -1.6400 -0.9374 1.1240 -0.590
O -1.7793 -0.9374 -1.4299 -0.581
O 3.4842 -0.0481 -0.0090 -0.200
O 0.2727 1.3642 -0.1147 -0.741
P -1.7557 -0.2194 -0.1556 0.990
H 0.5072 -1.2547 -0.4649 0.475
H 3.2513 -1.9965 -0.2353 0.404
H -1.9410 1.9981 0.4272 0.368
H -2.5018 1.3845 -0.9794 0.289
```

## Properties
LUMO energy	3.739	eV
HOMO	-4.5	eV
2S+1	1
HOMO-LUMO gap	8.25	eV
calculated total energy	-23636.082	eV
M	163.05	g mol⁻¹
charge	-1


Entry 12:
Computed, not measured: an isolated molecule of C3H4N2OS in a non-equilibrium geometry, with ωB97M-V/def2-TZVPD.

```
11
Properties=species:S:1:pos:R:3:mulliken_charge:R:1
C -1.4598 -0.2160 -0.5202 0.193
N -1.2918 1.0547 -0.4491 -0.306
N -0.2596 1.7326 0.1986 -0.363
C 0.9566 1.3740 0.0025 -0.092
S 1.5884 -0.1463 -0.6245 -0.106
C 0.4870 -1.1745 0.3685 -0.428
O -0.8108 -1.2888 -0.0697 -0.346
H -2.3137 -0.5200 -1.1017 0.390
H 1.7331 2.0567 0.4178 0.402
H 0.8950 -2.1733 0.4445 0.298
H 0.4756 -0.6992 1.3333 0.359
```

## Properties
LUMO energy	0.526	eV
HOMO	-9.5	eV
2S+1	1
HOMO-LUMO gap	10.03	eV
calculated total energy	-19036.320	eV
M	116.14	g mol⁻¹
charge	0